No. 1
12
Properties=species:S:1:pos:R:3:forces:R:3 method="wB97M-V/def2-TZVPD" e_above_lowest_ev=4.984 e_lumo_ev=-1.463 mol_weight_g_mol=91.11 multiplicity=1 e_tot_ha=-286.160022 smiles="C1=CC=CN=CC=1" charge=0
C 1.972 -0.474 0.738 -4.610 0.245 -3.387
C 0.827 0.288 1.280 -0.094 0.096 0.030
C -0.491 0.554 0.842 0.097 0.102 0.349
C -1.405 0.337 -0.264 -0.145 0.170 0.187
N -1.263 -0.239 -1.455 4.382 -0.363 2.924
C 0.082 -0.728 -1.471 0.166 -0.234 -0.464
C 1.296 -0.834 -0.643 0.511 -0.053 0.381
H 1.025 0.758 2.245 -0.177 0.032 0.027
H -1.021 1.134 1.596 -0.015 -0.019 -0.036
H -2.393 0.756 -0.087 0.021 0.034 0.056
H 0.259 -1.190 -2.441 0.095 -0.024 0.105
H 2.029 -1.368 -1.249 -0.231 0.015 -0.172

No. 2
296
Properties=species:S:1:pos:R:3:forces:R:3 method="wB97M-V/def2-TZVPD" e_above_lowest_ev=0.000 e_lumo_ev=-5.465 mol_weight_g_mol=1524.49 multiplicity=1 e_tot_ha=-5080.124902 charge=+4
C -3.126 -0.130 3.613 -1.096 -1.108 0.945
C -4.205 -1.219 3.244 0.315 1.925 -0.745
C -5.670 -0.730 3.637 1.561 -0.865 -0.444
C -6.664 -1.088 2.515 -0.216 0.604 1.275
P -8.298 -0.437 2.907 -1.039 0.052 0.203
C -7.985 1.312 3.307 0.732 -0.841 0.894
C -6.980 1.881 2.313 0.368 0.229 -0.920
C -6.914 3.428 2.251 -0.128 0.220 -0.847
C -8.292 4.105 2.141 -0.139 1.271 1.802
C -9.372 -0.595 1.405 -0.426 0.289 0.379
C -10.676 0.239 1.639 -0.136 -0.988 0.290
C -11.905 -0.223 0.798 0.960 -0.254 -1.163
C -13.166 0.533 1.194 1.940 2.182 0.875
C -9.058 -1.187 4.437 -0.664 0.581 -2.118
C -9.144 -2.716 4.297 -0.371 -0.670 1.198
C -10.490 -3.300 4.842 -1.184 -0.208 -1.112
C -10.437 -4.834 5.102 -0.524 0.121 -0.868
H -3.384 0.792 3.109 -0.133 0.383 0.107
H -2.091 -0.349 3.355 -0.019 -0.358 -0.034
H -3.203 -0.037 4.714 0.306 0.490 -0.456
H -3.972 -2.173 3.688 -0.006 -0.283 0.189
H -4.106 -1.319 2.148 -0.440 -0.263 0.318
H -5.673 0.325 3.924 0.157 -0.208 -0.336
H -5.931 -1.247 4.552 -0.287 -0.307 0.221
H -6.670 -2.155 2.390 -0.173 -0.546 -0.262
H -6.455 -0.601 1.573 0.477 -0.042 -0.294
H -7.607 1.267 4.353 0.017 0.179 -0.533
H -8.902 1.858 3.395 -0.678 0.280 -0.314
H -7.288 1.436 1.319 0.603 0.822 0.622
H -5.950 1.515 2.567 -1.042 0.292 -0.550
H -6.302 3.754 1.385 -0.067 -0.465 0.484
H -6.399 3.769 3.161 -0.175 0.079 -0.268
H -8.325 5.224 1.911 0.521 -1.568 0.281
H -8.723 4.001 3.162 -0.123 0.371 -0.592
H -9.012 3.646 1.494 -0.084 -0.504 -0.706
H -9.581 -1.674 1.211 0.119 0.718 0.254
H -8.851 -0.186 0.533 0.236 -0.255 0.159
H -10.478 1.308 1.464 -0.041 -0.330 0.026
H -10.893 0.117 2.721 -0.403 0.268 -0.497
H -12.090 -1.308 0.860 0.260 0.234 0.576
H -11.626 -0.141 -0.305 -0.486 0.378 1.213
H -13.134 1.598 0.862 -0.169 -0.825 -0.380
H -13.152 0.710 2.283 -0.282 -0.653 -0.156
H -14.048 0.058 0.899 -1.355 -0.584 -0.470
H -9.983 -0.592 4.671 0.427 -0.944 -0.511
H -8.405 -0.869 5.197 1.124 0.198 1.200
H -8.350 -3.176 4.918 -0.218 0.371 -0.202
H -8.884 -3.049 3.281 -0.539 0.014 0.097
H -11.343 -3.091 4.104 1.197 -0.213 0.802
H -10.805 -2.756 5.744 0.415 -0.159 -0.093
H -11.343 -5.278 5.571 0.511 0.707 -0.248
H -9.589 -5.095 5.714 0.344 -0.062 0.346
H -10.318 -5.370 4.139 0.022 0.267 0.420
C -1.846 -1.664 -11.991 0.094 1.490 -3.143
C -2.030 -1.163 -10.612 0.446 1.191 1.924
C -2.320 -2.324 -9.605 -0.422 1.168 -0.146
C -2.843 -1.829 -8.211 -0.060 -0.695 -0.784
P -3.578 -3.140 -7.123 0.459 -0.793 -1.720
C -2.502 -4.625 -7.005 -0.104 0.310 0.476
C -3.056 -5.783 -6.169 0.489 -1.033 0.463
C -2.767 -7.119 -6.964 -0.093 0.892 0.850
C -3.260 -8.364 -6.216 0.328 1.267 0.306
C -3.872 -2.579 -5.510 -0.483 0.824 2.271
C -2.633 -2.202 -4.605 0.136 -0.275 -0.816
C -3.009 -1.323 -3.424 -1.032 -0.865 -0.666
C -4.040 -1.998 -2.482 -0.838 1.636 0.706
C -5.210 -3.721 -7.683 -0.637 0.604 -0.211
C -5.376 -4.294 -9.099 -0.708 1.778 -0.491
C -6.588 -5.159 -9.328 -1.444 0.072 1.518
C -6.790 -6.468 -8.479 -0.414 1.238 -0.732
H -1.260 -2.539 -12.155 0.532 -0.856 0.391
H -1.335 -0.888 -12.696 -1.013 -1.095 1.330
H -2.849 -1.861 -12.452 0.817 0.066 0.334
H -2.834 -0.424 -10.709 -0.523 -0.437 0.551
H -1.241 -0.470 -10.207 -0.030 -1.047 -0.496
H -1.449 -2.933 -9.461 0.689 -0.173 0.009
H -3.003 -2.949 -10.156 -0.742 -0.417 0.237
H -3.490 -0.958 -8.418 -0.190 -0.540 0.617
H -1.998 -1.483 -7.629 0.293 0.324 0.150
H -1.455 -4.425 -6.757 -0.216 0.328 -0.199
H -2.564 -5.099 -7.952 0.454 0.287 -1.534
H -4.127 -5.634 -6.039 -0.116 -0.450 0.127
H -2.609 -5.903 -5.158 -0.223 0.478 -0.543
H -1.687 -7.144 -7.226 -0.614 -0.113 0.193
H -3.330 -7.036 -7.886 -0.021 -0.020 -0.408
H -2.551 -8.673 -5.438 -0.288 -0.065 -0.222
H -3.421 -9.132 -6.941 -0.086 -0.792 -0.137
H -4.213 -8.081 -5.754 0.099 -0.433 0.018
H -4.380 -3.433 -4.977 0.106 0.876 -0.660
H -4.614 -1.742 -5.634 0.615 -0.575 0.433
H -1.769 -1.761 -5.197 -1.015 -0.477 0.773
H -2.345 -3.130 -4.100 0.527 -0.204 -0.651
H -3.446 -0.431 -3.833 0.073 0.792 0.147
H -2.095 -1.116 -2.905 0.365 0.421 0.321
H -3.747 -1.717 -1.450 -0.081 -0.877 -0.350
H -4.276 -3.053 -2.620 0.710 -0.166 0.174
H -5.051 -1.527 -2.538 0.631 -0.107 -0.385
H -5.918 -2.855 -7.568 0.626 -0.698 0.078
H -5.510 -4.468 -6.952 -0.071 -0.038 0.228
H -4.529 -4.817 -9.434 1.517 -0.524 -0.417
H -5.578 -3.408 -9.773 0.800 -0.895 0.453
H -6.659 -5.367 -10.386 0.189 -0.442 -0.288
H -7.413 -4.462 -9.182 -0.494 -0.221 0.271
H -6.467 -6.472 -7.445 -0.093 0.718 0.424
H -6.107 -7.151 -8.918 0.095 -1.320 -0.580
H -7.862 -6.784 -8.494 1.060 -0.014 -0.234
C 7.514 -5.237 1.534 1.496 0.080 -1.796
C 7.863 -3.935 0.768 -0.910 0.099 0.690
C 8.247 -4.290 -0.653 -1.008 -0.063 -0.925
N 7.957 -3.175 -1.671 -0.059 -1.231 1.721
C 8.685 -1.935 -1.290 -0.463 1.359 -1.273
C 6.485 -2.888 -1.719 0.575 -0.276 0.615
C 6.298 -2.154 -3.011 1.409 0.332 -0.351
C 7.377 -2.800 -3.977 0.428 0.154 0.180
C 8.307 -3.623 -3.070 0.910 0.532 1.139
H 6.654 -5.744 1.126 -0.442 0.061 -0.101
H 7.404 -5.044 2.545 -0.564 0.440 2.006
H 8.342 -5.951 1.482 0.017 0.035 -0.158
H 8.738 -3.421 1.174 -0.140 -0.150 0.457
H 7.013 -3.205 0.918 0.839 -0.752 -0.602
H 7.766 -5.207 -1.058 -0.165 0.672 0.370
H 9.297 -4.530 -0.666 0.590 0.230 -0.301
H 8.247 -1.326 -0.508 -0.553 -0.778 0.747
H 8.508 -1.257 -2.135 0.746 -0.174 -0.091
H 9.732 -2.092 -1.093 0.310 -0.345 -0.224
H 6.221 -2.495 -0.732 -0.256 0.640 -0.636
H 6.009 -3.830 -1.832 -0.379 -1.151 0.105
H 6.352 -1.095 -2.871 0.618 0.768 -0.074
H 5.325 -2.286 -3.378 -1.390 -0.518 -0.613
H 7.997 -2.149 -4.623 -0.756 0.102 0.510
H 6.887 -3.508 -4.627 -0.225 -0.042 -0.335
H 9.399 -3.425 -3.056 -0.620 -0.184 -0.981
H 8.143 -4.703 -3.131 -0.037 0.268 0.027
C 3.601 -4.069 1.218 -0.272 0.112 -0.097
C 2.949 -2.912 0.486 1.181 1.387 -1.240
C 3.414 -1.699 1.316 0.316 -1.317 0.233
N 3.007 -0.346 0.873 1.911 0.751 -0.139
C 1.616 -0.194 0.477 -0.535 2.407 0.218
C 3.877 0.073 -0.387 -2.386 1.139 0.297
C 4.396 1.502 -0.138 -1.075 -0.266 -0.699
C 3.668 1.969 1.112 -0.692 1.462 0.855
C 3.375 0.709 1.943 0.168 0.359 -1.084
H 3.526 -5.002 0.730 -0.122 -1.017 -0.851
H 3.226 -4.256 2.210 -0.457 0.299 0.485
H 4.642 -3.841 1.341 0.762 0.026 0.027
H 1.872 -2.920 0.410 -0.357 -0.456 0.064
H 3.359 -2.810 -0.593 -0.633 -0.311 1.541
H 4.516 -1.740 1.314 -0.483 0.510 0.166
H 3.096 -1.928 2.345 -0.085 0.798 -0.194
H 0.963 -0.215 1.329 -0.190 -0.210 0.657
H 1.308 -0.907 -0.239 -0.055 -0.553 -1.008
H 1.551 0.858 0.066 -0.236 -1.351 0.118
H 3.108 0.026 -1.167 0.612 -0.041 -0.326
H 4.686 -0.577 -0.507 0.864 -1.185 -0.080
H 4.243 2.150 -1.045 0.209 -0.595 1.029
H 5.439 1.412 0.103 0.525 0.123 -0.131
H 2.728 2.575 0.979 0.834 -0.724 -0.421
H 4.333 2.676 1.650 -0.341 -0.526 0.062
H 2.536 0.849 2.649 0.552 -0.482 -0.249
H 4.315 0.349 2.361 -0.265 -0.166 0.479
C 3.065 0.891 -6.655 0.816 2.437 0.208
C 2.413 2.247 -6.185 -0.679 -1.107 -1.733
C 2.663 2.418 -4.756 -0.682 0.887 1.063
N 1.919 3.512 -4.002 -0.004 -0.671 0.374
C 2.375 3.309 -2.555 -1.121 -0.864 -1.235
C 0.455 3.379 -4.118 -1.764 1.618 -0.913
C -0.142 4.826 -3.905 0.168 -0.004 1.527
C 1.095 5.785 -3.941 -0.235 0.305 -1.589
C 2.222 4.886 -4.513 -1.744 -0.246 -0.101
H 4.160 0.869 -6.458 -0.592 0.081 -0.308
H 2.864 0.809 -7.728 0.020 -0.630 0.450
H 2.603 0.217 -5.977 -0.452 -1.355 -0.141
H 1.351 2.060 -6.381 0.012 0.121 0.291
H 2.652 3.096 -6.804 0.605 0.301 -0.234
H 3.673 2.626 -4.511 1.241 0.072 -0.065
H 2.368 1.547 -4.221 -0.138 -0.854 0.322
H 2.222 2.212 -2.323 0.047 1.331 -0.113
H 1.846 3.960 -1.880 -0.273 -0.005 0.137
H 3.385 3.589 -2.652 1.490 0.108 0.560
H 0.061 2.660 -3.418 0.160 -0.418 -0.089
H 0.167 3.143 -5.161 0.512 -0.494 0.756
H -0.722 4.863 -2.928 0.882 0.135 -1.086
H -0.846 5.107 -4.692 0.154 -0.300 0.048
H 1.382 6.221 -3.007 0.099 -0.210 0.914
H 0.924 6.699 -4.589 0.166 -1.241 0.422
H 3.200 5.145 -4.221 1.233 0.415 0.216
H 2.139 4.776 -5.594 0.124 0.393 0.024
C 4.522 5.956 0.088 -0.931 0.700 0.482
C 3.488 6.571 1.093 1.677 -1.041 -0.397
C 2.370 7.070 0.231 1.307 2.185 -0.243
N 1.378 7.993 0.888 0.351 1.936 -0.136
C 1.296 7.665 2.334 0.889 2.743 -0.019
C 0.028 7.933 0.300 -1.939 -0.116 -0.218
C 0.075 8.642 -1.049 -0.370 0.720 0.393
C 1.246 9.634 -0.901 0.317 0.257 0.250
C 1.794 9.481 0.524 -1.024 -1.542 0.505
H 4.904 6.813 -0.476 0.368 -0.450 -0.206
H 3.902 5.317 -0.558 0.672 -0.123 -0.029
H 5.331 5.407 0.598 -0.418 0.221 -0.359
H 4.023 7.252 1.745 -0.188 0.486 0.011
H 3.155 5.728 1.666 -0.500 -0.248 0.669
H 1.886 6.199 -0.065 -1.272 -1.425 -0.857
H 2.831 7.624 -0.627 -0.704 -0.459 0.524
H 1.105 6.656 2.298 -0.302 -2.591 0.732
H 0.494 8.214 2.820 -0.121 0.103 -0.212
H 2.246 7.967 2.798 -0.394 -0.477 -0.049
H -0.673 8.475 1.000 0.843 -0.560 -0.665
H -0.337 6.902 0.180 0.384 0.166 0.404
H -0.903 9.105 -1.308 0.699 -0.184 0.356
H 0.290 7.952 -1.842 0.125 -0.433 -0.356
H 0.996 10.679 -1.003 -0.322 0.235 -0.380
H 2.000 9.396 -1.655 0.052 0.207 0.231
H 1.355 10.159 1.280 0.038 -0.442 -0.484
H 2.856 9.497 0.596 0.809 0.223 0.094
C -0.939 0.353 7.862 1.770 1.380 1.086
C -0.066 0.929 6.719 0.641 0.908 0.907
C 0.233 2.447 6.919 -0.453 -0.512 -0.100
N 0.814 3.173 5.723 -0.708 -1.322 1.300
C -0.104 3.192 4.595 -1.838 1.480 -0.189
C 2.082 2.497 5.289 -0.460 1.286 -0.413
C 2.753 3.551 4.435 -0.101 -0.476 -0.153
C 2.219 4.856 4.956 0.366 2.119 -0.324
C 1.277 4.548 6.091 -0.513 -0.526 -1.610
H -1.989 0.369 7.665 -0.601 -0.006 -0.235
H -0.750 0.965 8.806 -0.337 -0.861 -1.009
H -0.588 -0.651 8.066 -0.293 -0.253 0.105
H -0.527 0.778 5.783 -0.502 -0.272 -1.199
H 0.905 0.418 6.684 -0.263 -0.052 -0.046
H 1.029 2.523 7.667 -0.556 0.278 0.301
H -0.707 2.978 7.175 0.739 -0.140 0.155
H -0.099 2.281 4.060 -0.087 -1.364 -0.158
H 0.274 3.909 3.895 -0.064 0.486 -0.511
H -1.158 3.494 4.879 1.298 -0.392 0.010
H 1.860 1.580 4.825 -0.375 -1.233 -0.711
H 2.606 2.318 6.185 0.913 -0.234 1.137
H 2.438 3.518 3.401 0.109 -0.524 -0.353
H 3.816 3.433 4.508 0.618 0.107 -0.107
H 1.783 5.427 4.096 0.030 -0.472 0.993
H 2.962 5.498 5.406 0.562 0.231 -0.215
H 0.490 5.272 6.192 -0.632 -0.043 0.119
H 1.795 4.432 6.999 0.657 0.027 1.232
C 8.851 -0.580 7.201 1.744 0.298 0.135
C 7.881 -1.606 6.729 -1.197 -0.884 1.037
C 6.479 -0.968 6.778 0.556 -0.705 -0.045
N 5.359 -1.977 6.496 0.721 2.596 0.815
C 5.523 -2.727 5.241 -1.635 0.067 -0.507
C 4.100 -1.107 6.541 0.308 -2.650 0.173
C 3.041 -2.206 6.913 -1.160 1.730 -1.935
C 3.788 -3.342 7.532 0.162 -2.100 1.287
C 5.207 -2.841 7.696 -0.560 0.691 -0.186
H 9.864 -0.942 7.036 0.164 -0.100 -0.103
H 8.851 -0.384 8.286 -0.559 0.150 -0.498
H 8.799 0.326 6.601 -0.192 0.284 0.264
H 7.930 -2.469 7.446 -0.112 0.522 -0.712
H 8.111 -1.989 5.721 -0.109 0.337 0.343
H 6.457 -0.158 6.039 -0.342 -0.292 -0.050
H 6.214 -0.531 7.785 0.653 -0.513 -1.041
H 4.585 -3.321 5.066 0.752 0.837 -0.016
H 6.292 -3.448 5.383 0.904 -0.397 -0.017
H 5.722 -2.004 4.434 -0.034 -0.460 0.089
H 3.999 -0.658 5.584 -0.426 0.368 -0.754
H 4.338 -0.368 7.305 -0.595 -0.091 0.106
H 2.391 -2.437 6.030 1.107 -0.060 0.463
H 2.317 -1.696 7.517 -0.308 -0.115 1.067
H 3.885 -4.303 6.998 -0.477 0.650 -0.718
H 3.313 -3.750 8.442 0.430 0.747 0.072
H 5.980 -3.583 7.651 0.297 -0.411 0.458
H 5.323 -2.115 8.503 0.050 -0.641 0.395
C 0.505 -2.358 3.491 0.230 -0.579 0.512
C 1.070 -0.971 3.840 -1.212 1.214 -0.390
O 2.192 -0.940 4.391 -0.313 0.255 -0.172
O 0.362 0.064 3.511 1.068 -1.511 0.512
H -0.458 -2.617 3.982 0.597 0.424 -0.197
H 1.256 -3.126 3.747 -0.364 0.250 0.134
H 0.355 -2.465 2.426 -0.232 0.240 -0.444
C 1.199 -1.641 -4.153 0.587 1.636 -0.402
C 0.738 -0.186 -3.760 -0.639 0.154 0.123
O 1.109 0.298 -2.632 0.042 -0.600 -1.270
O -0.072 0.351 -4.568 0.827 -0.343 0.560
H 1.481 -1.693 -5.234 -0.737 -0.019 0.763
H 0.319 -2.224 -3.898 0.277 -0.608 -0.133
H 2.108 -1.896 -3.609 -0.276 -0.354 0.384
C -0.411 2.839 0.921 0.030 -0.152 -0.329
C 0.637 3.997 0.906 -1.010 -0.717 0.299
O 1.213 4.336 -0.139 0.048 -0.091 -0.733
O 0.796 4.558 2.011 0.197 0.433 0.680
H -0.101 2.054 1.621 0.019 0.322 0.328
H -0.548 2.268 -0.025 0.009 0.906 0.289
H -1.362 3.281 1.295 0.515 -0.457 -0.358
C 8.226 0.061 2.091 0.469 -0.400 1.056
C 6.819 -0.499 1.874 1.004 -0.046 1.348
O 6.443 -0.690 0.700 -0.424 -0.436 -0.360
O 6.196 -0.719 2.959 -0.103 -0.043 -1.177
H 8.125 0.656 3.000 0.460 0.122 -0.106
H 8.670 0.634 1.304 -0.216 0.581 -0.730
H 9.006 -0.707 2.291 -0.800 0.043 0.095